Entry 1:
Here is a cluster of 2 separate species, C4H4 in total from OMol25. Energies are from ωB97M-V with the def2-TZVPD basis set.

Values from the calculation:
* gap between HOMO and LUMO: 0.4297 Eh
* SMILES: C#C.C#C
* E_tot: -4207.9383 eV
* multiplicity: 1
* total charge: 0

Last column: Löwdin charge in e.
Positions of all 8 atoms, in Å:
1 C -1.864 -0.654 0.639  -0.02
2 H -0.171 0.421 -0.933  0.00
3 H 3.076 1.371 -1.213  0.04
4 C -1.065 -1.005 1.497  0.01
5 H -2.461 -0.025 0.041  0.01
6 C 0.902 0.596 -0.977  -0.03
7 C 2.012 1.023 -1.156  -0.03
8 H -0.361 -1.531 2.089  0.02

Entry 2:
Here is the molecule C9H14O from OMol25. Energies are from ωB97M-V with the def2-TZVPD basis set.

Values from the calculation:
* gap between HOMO and LUMO: 0.3235 Eh
* SMILES: C=C1C=C(OC)C[C@@H](C)C1
* E_tot: -11605.0205 eV
* multiplicity: 1
* total charge: 0

Last column: Löwdin charge in e.
Positions of all 24 atoms, in Å:
1 H -1.170 -2.658 -2.435  0.05
2 C -0.421 1.047 -0.801  -0.41
3 H -0.420 0.336 3.087  0.09
4 C -0.703 -2.622 -1.447  0.04
5 H -1.374 0.876 -0.397  0.13
6 H -0.628 -0.235 -2.682  0.12
7 C 0.664 1.020 0.218  -0.09
8 C 0.765 -0.304 1.011  -0.29
9 H -0.875 3.053 -0.568  0.10
10 H 0.590 -2.500 1.071  0.15
11 C 0.469 -1.540 0.446  0.02
12 H -0.647 -3.583 -0.962  0.04
13 C -0.029 -0.143 -1.744  -0.08
14 H 0.331 1.754 0.929  0.11
15 H -0.094 -1.272 3.214  0.06
16 C 0.375 -0.371 3.227  -0.11
17 H 0.384 2.747 -1.799  0.07
18 H 0.754 -0.004 4.225  0.12
19 H -1.224 2.480 -2.269  0.09
20 H 1.690 1.229 -0.161  0.15
21 H 0.921 0.094 -2.068  0.08
22 C -0.552 2.394 -1.407  -0.08
23 C -0.087 -1.495 -0.911  -0.26
24 O 1.283 -0.302 2.222  -0.09

Entry 3:
Here is a cluster of 8 separate species, C28H72O12 in total from OMol25. Energies are from ωB97M-V with the def2-TZVPD basis set.

Values from the calculation:
* gap between HOMO and LUMO: 0.3700 Eh
* SMILES: CC(C)O.CC(C)O.CC(C)O.CC(C)O.COCCOC.COCCOC.COCCOC.COCCOC
* E_tot: -54766.3273 eV
* multiplicity: 1
* total charge: 0

Last column: Löwdin charge in e.
Positions of all 112 atoms, in Å:
1 C 20.453 11.130 19.110  -0.52
2 H 19.331 6.981 18.692  0.14
3 H 13.926 8.407 14.645  0.13
4 O 12.086 14.700 13.653  -0.21
5 C 11.779 13.379 14.111  -0.09
6 C 21.663 11.137 20.037  -0.07
7 C 17.340 7.899 18.517  -0.15
8 O 10.022 16.274 17.012  -0.19
9 C 15.478 6.516 19.513  -0.02
10 H 18.160 4.728 16.349  0.11
11 C 16.029 12.178 12.852  -0.14
12 C 13.871 9.517 16.521  -0.46
13 H 12.898 11.898 22.310  0.12
14 C 19.959 12.578 18.828  -0.04
15 C 11.802 11.848 22.241  -0.48
16 H 15.199 18.079 10.708  0.10
17 C 11.751 15.230 18.056  -0.18
18 H 9.694 14.873 18.495  0.12
19 O 12.300 14.100 18.709  -0.19
20 O 15.991 7.365 18.388  -0.27
21 C 8.863 16.331 16.228  -0.10
22 H 11.626 9.181 16.361  0.07
23 H 14.947 11.876 12.852  0.10
24 H 14.772 9.585 20.889  0.06
25 H 17.295 13.012 20.592  0.08
26 C 16.025 13.630 16.224  -0.13
27 H 13.368 18.353 10.720  0.10
28 C 10.309 15.038 17.633  -0.18
29 C 11.388 10.828 21.107  -0.02
30 C 17.712 5.754 16.213  -0.13
31 H 16.137 12.677 11.925  0.07
32 H 15.863 13.171 17.167  0.09
33 C 12.498 8.979 16.968  -0.04
34 H 16.955 14.243 16.068  0.14
35 H 18.620 10.573 19.434  0.05
36 O 16.324 13.101 13.843  -0.18
37 H 11.453 11.986 24.112  0.07
38 H 10.738 11.397 20.443  0.07
39 H 16.086 10.599 18.564  0.05
40 H 16.153 5.689 19.737  0.07
41 H 16.694 5.822 16.504  0.07
42 H 16.338 12.653 22.012  0.08
43 C 15.068 15.723 15.476  -0.12
44 H 11.838 16.060 18.776  0.13
45 H 10.731 13.403 14.433  0.08
46 H 14.480 6.231 19.186  0.09
47 C 14.254 17.958 11.309  -0.11
48 H 12.280 10.533 20.573  0.05
49 H 15.538 15.668 14.534  0.07
50 H 14.333 14.382 18.755  0.08
51 H 12.351 16.687 12.347  0.15
52 H 8.818 15.394 15.730  0.07
53 C 13.466 14.359 19.387  -0.13
54 H 17.834 5.986 15.167  0.09
55 C 15.658 10.116 21.215  -0.05
56 H 14.244 18.400 12.320  0.08
57 O 11.313 11.340 23.441  -0.04
58 O 14.192 16.542 11.436  -0.20
59 H 14.936 12.209 15.075  0.10
60 C 15.989 11.348 20.351  -0.48
61 H 13.320 15.254 19.969  0.09
62 H 20.805 10.782 18.077  0.15
63 C 13.344 16.198 12.532  -0.23
64 H 10.166 13.188 21.825  0.07
65 H 17.399 8.709 17.788  0.13
66 H 15.388 7.116 20.449  0.08
67 H 15.131 11.958 20.005  0.13
68 H 11.328 13.918 22.898  0.10
69 H 19.317 12.671 17.997  0.05
70 H 13.731 10.535 16.155  0.12
71 H 20.863 13.148 18.768  0.06
72 H 14.133 14.377 13.302  0.10
73 H 12.520 7.908 17.127  0.07
74 H 16.625 11.691 15.444  0.13
75 H 12.353 13.297 15.002  0.06
76 H 14.749 7.647 16.030  0.06
77 C 11.245 13.264 21.973  -0.05
78 H 10.238 14.242 16.924  0.11
79 H 17.644 11.473 21.517  0.10
80 H 14.958 8.866 18.028  0.06
81 H 16.569 9.530 21.294  0.07
82 H 15.420 10.237 22.299  0.09
83 C 16.866 12.188 21.189  -0.07
84 C 15.972 12.524 15.102  -0.19
85 H 8.944 17.241 15.617  0.10
86 H 13.155 14.141 11.851  0.13
87 C 13.263 14.730 12.745  -0.15
88 H 17.947 5.879 18.703  0.11
89 C 18.353 6.779 18.197  -0.19
90 H 19.344 12.924 19.739  0.09
91 H 22.521 11.480 19.470  0.07
92 O 16.725 10.947 19.201  -0.08
93 H 11.995 12.578 13.375  0.10
94 H 21.666 11.821 20.873  0.07
95 C 14.610 8.616 15.585  -0.05
96 H 16.676 11.267 12.833  0.10
97 H 17.391 8.368 19.473  0.09
98 O 18.575 6.617 16.824  -0.17
99 H 15.690 16.406 16.114  0.11
100 O 14.667 9.749 17.717  -0.10
101 H 12.319 15.432 17.182  0.11
102 O 14.849 14.458 16.046  -0.21
103 H 10.831 9.962 21.383  0.06
104 H 13.516 13.513 20.073  0.07
105 H 15.504 9.149 15.257  0.07
106 H 7.973 16.527 16.827  0.08
107 H 21.801 10.165 20.485  0.07
108 H 12.249 9.420 18.000  0.10
109 O 19.521 10.273 19.647  -0.05
110 H 11.566 13.740 21.006  0.06
111 H 14.091 16.179 15.387  0.08
112 H 13.739 16.651 13.428  0.08

Entry 4:
Here is the molecule C3H3NOS from OMol25. Energies are from ωB97M-V with the def2-TZVPD basis set.

Values from the calculation:
* gap between HOMO and LUMO: 0.3678 Eh
* SMILES: N#C[C@H](S)C=O
* E_tot: -17530.3938 eV
* multiplicity: 1
* total charge: 0

Last column: Löwdin charge in e.
Positions of all 9 atoms, in Å:
1 H -0.906 1.532 1.517  -0.14
2 O 0.961 1.298 -1.039  0.13
3 C 1.095 0.221 -0.661  -0.34
4 H 1.866 -0.459 -0.923  0.11
5 N -2.146 -0.526 -1.091  0.17
6 H 0.570 -1.576 0.489  0.18
7 S -0.318 0.423 1.913  0.75
8 C -1.195 -0.474 -0.488  -0.31
9 C 0.073 -0.439 0.284  -0.55

Entry 5:
Here is the molecule C2H9N5O from OMol25. Energies are from ωB97M-V with the def2-TZVPD basis set.

Values from the calculation:
* gap between HOMO and LUMO: 0.3018 Eh
* SMILES: CNN/C(=N/N)NO
* E_tot: -11713.7613 eV
* multiplicity: 1
* total charge: 0

Last column: Löwdin charge in e.
Positions of all 17 atoms, in Å:
1 H -3.432 -1.424 0.497  0.07
2 N 0.701 -1.099 -0.361  -0.04
3 H 2.965 -0.083 -1.064  0.08
4 N -0.500 0.972 -0.278  -0.02
5 N -1.600 -1.277 0.069  -0.01
6 H 3.346 0.605 0.605  0.07
7 H -0.309 1.206 -1.270  0.14
8 C 2.565 0.364 -0.134  -0.13
9 H -1.415 2.103 0.934  0.14
10 H 0.701 -2.127 -0.393  0.13
11 O -1.694 1.585 0.127  -0.10
12 N -2.876 -0.782 -0.060  -0.04
13 N 1.746 -0.676 0.526  -0.13
14 H 1.348 -0.397 1.425  0.10
15 C -0.575 -0.499 -0.246  -0.37
16 H -2.945 0.272 -0.035  0.08
17 H 1.972 1.256 -0.342  0.04

Entry 6:
Here is a cluster of 2 separate species, C5H10O2 in total from OMol25. Energies are from ωB97M-V with the def2-TZVPD basis set.

Values from the calculation:
* gap between HOMO and LUMO: 0.3475 Eh
* SMILES: CCC=O.C=CO
* E_tot: -9441.1074 eV
* multiplicity: 1
* total charge: 0

Last column: Löwdin charge in e.
Positions of all 17 atoms, in Å:
1 C -2.896 -0.537 0.036  -0.10
2 C -1.776 -0.193 -0.949  -0.21
3 H -2.905 -1.606 0.269  0.08
4 C 2.780 0.454 1.053  -0.30
5 H -1.862 -0.751 -1.885  0.12
6 H 2.159 1.061 -0.888  0.05
7 H 3.281 0.730 1.979  0.11
8 H -2.779 0.013 0.976  0.08
9 C -0.422 -0.453 -0.356  -0.25
10 O 2.364 -0.830 1.099  -0.02
11 H -0.224 0.015 0.631  0.14
12 O 0.438 -1.124 -0.892  0.03
13 H -1.815 0.879 -1.188  0.12
14 H 1.878 -1.045 0.277  0.05
15 C 2.631 1.327 0.055  -0.01
16 H 3.017 2.335 0.166  0.04
17 H -3.869 -0.275 -0.385  0.07

Entry 7:
Here is a cluster of 2 separate species, C3HF2N2O6S in total from OMol25. Energies are from ωB97M-V with the def2-TZVPD basis set.

Values from the calculation:
* gap between HOMO and LUMO (spin up / spin down): 0.3032 / 0.3032 Eh
* E_tot: -34659.1219 eV
* multiplicity: 1
* total charge: -1

Last column: Löwdin charge in e.
Positions of all 15 atoms, in Å:
1 C -0.191 -1.593 0.442  -0.32
2 O -3.288 -1.088 1.299  0.08
3 O 2.204 -1.920 -0.782  -0.29
4 O 1.511 0.396 -0.533  -0.16
5 F -0.095 -2.076 1.733  -0.02
6 O 2.171 -0.955 1.440  -0.29
7 H 0.748 0.949 -0.337  0.04
8 N -2.729 -1.038 -2.009  0.17
9 N -2.328 -0.366 1.407  -0.40
10 C -2.361 -0.581 -1.044  -0.14
11 F -0.568 -2.755 -0.275  -0.02
12 S 1.549 -1.058 0.152  0.64
13 O -0.980 1.041 -0.009  0.02
14 C -1.675 0.069 0.137  -0.42
15 O -1.851 0.038 2.411  0.12

Entry 8:
Here is the molecule C3H7NO from OMol25. Energies are from ωB97M-V with the def2-TZVPD basis set.

Values from the calculation:
* gap between HOMO and LUMO: 0.3739 Eh
* SMILES: OC[C@H]1CN1
* E_tot: -6758.5656 eV
* multiplicity: 1
* total charge: 0

Last column: Löwdin charge in e.
Positions of all 12 atoms, in Å:
1 H 1.652 -0.002 -0.056  0.11
2 H -1.075 0.713 -1.265  0.14
3 H 1.223 0.151 -1.881  0.12
4 N -0.211 -1.225 -0.644  0.02
5 H 0.686 -1.487 -1.146  0.09
6 C -0.674 0.643 0.928  -0.24
7 C -0.462 0.189 -0.525  -0.37
8 C 0.924 -0.054 -0.852  -0.09
9 H -0.082 -1.083 1.426  0.08
10 H -1.746 0.694 1.175  0.11
11 H -0.259 1.654 1.028  0.12
12 O 0.023 -0.193 1.811  -0.08

We obtain energy above the lowest of the compared OMol25 structures with the same formula, charge and spin values of 51.2, 60.3, 10.1, 35.7, 132.6, 44.6, 46.7, 96.5 kcal/mol for the records listed above, in that order.